1.
C2H8N2 in the gas phase at a distorted geometry, computed with wB97M-V/def2-TZVPD.

The geometry in ORCA input format:
```
! RIJCOSX wB97M-V def2-TZVPD def2/J DEFGRID3
* xyz 0 1
N 0.044 -0.824 0.572
N 0.390 0.628 -1.407
C -1.230 -0.124 0.884
C 0.918 0.262 -0.050
H -1.990 -0.915 0.682
H 0.436 -1.263 1.324
H 0.806 0.073 -2.126
H -1.227 0.396 1.834
H 0.920 1.161 0.559
H 1.964 -0.047 -0.160
H -1.451 0.678 0.268
H -0.619 0.457 -1.534
*
```

E_HOMO (eV): -9.1
HOMO-LUMO gap (eV): 10.3
SMILES: CNCN

Atomic partial charges in e from the natural (NBO) method, atoms 1 to 4:
1 N -0.638
2 N -0.853
3 C -0.440
4 C -0.058


2.
A molecular structure, C12H10N6O4RuS, computed with wB97M-V/def2-TZVPD.

The geometry in ORCA input format:
```
! RIJCOSX wB97M-V def2-TZVPD def2/J DEFGRID3
* xyz 1 2
Ru 0.312 -0.251 -0.440
S 2.387 0.514 -0.246
O -1.751 3.243 -5.387
O -2.076 2.752 -1.408
O -3.331 2.023 -4.418
O -0.902 1.226 -0.270
N 1.399 0.127 2.288
N 0.370 -0.229 -3.710
N 0.400 -0.418 1.543
N -1.340 -1.523 -0.083
N 0.018 0.165 -2.486
N 3.420 1.165 2.124
C -2.175 2.242 -4.599
C -1.109 1.372 -4.001
C -1.575 -1.632 1.248
C -2.684 -2.301 1.730
C -2.197 -2.065 -0.947
C -0.571 -1.019 2.123
C -3.330 -2.745 -0.532
C -1.365 1.793 -1.391
C 2.365 0.595 1.546
C -0.281 0.485 -4.653
C -3.575 -2.862 0.825
C -0.873 1.131 -2.639
H -0.621 -1.083 3.203
H -4.004 -3.161 -1.266
H -0.794 3.357 -5.330
H 4.157 1.568 1.574
H 3.455 1.238 3.128
H 1.067 -0.944 -3.841
H -2.844 -2.375 2.796
H -1.970 -1.936 -1.997
H -4.455 -3.383 1.179
H -0.134 0.293 -5.703
*
```

E_HOMO (spin up / spin down) (eV): -12.1 / -12.1
HOMO-LUMO gap (spin up / spin down) (eV): 7.4 / 7.1
<S²>: 0.756

Atomic partial charges in e from the natural (NBO) method, atoms 1 to 4:
1 Ru 0.894
2 S -0.021
3 O -0.642
4 O -0.495


3.
2 unconnected molecules or ions with the total composition C18H21NO3S at a distorted geometry, computed with wB97M-V/def2-TZVPD.

The geometry in ORCA input format:
```
! RIJCOSX wB97M-V def2-TZVPD def2/J DEFGRID3
* xyz 0 1
S -0.092 -3.970 -0.651
O -2.694 -2.613 0.120
O -2.589 -1.236 -1.694
O 0.997 -4.509 -1.496
N 1.048 1.461 -0.872
C 1.122 2.551 0.016
C 0.594 -2.526 3.105
C 2.681 -2.385 1.874
C 2.062 -2.960 0.762
C -4.290 0.282 -2.314
C 2.137 3.522 -0.133
C 0.260 0.398 -0.714
C 1.163 4.821 1.669
C 0.714 -3.307 0.829
C 1.917 1.443 -2.064
C 1.949 -2.189 3.048
C 0.161 2.697 1.033
C -0.042 -3.050 1.978
C -3.999 -0.959 -1.507
C -0.770 -2.597 -1.329
C -2.086 -2.193 -0.863
C 0.161 3.854 1.819
C 2.165 4.636 0.710
H -3.928 0.177 -3.341
H 1.391 0.870 -2.833
H -0.589 1.921 1.182
H 2.903 3.409 -0.901
H 1.160 5.714 2.294
H 2.440 -1.781 3.930
H -0.628 3.999 2.554
H 2.968 5.365 0.613
H -3.791 1.149 -1.872
H 2.882 0.961 -1.848
H 3.735 -2.111 1.810
H -0.476 -2.316 -2.333
H 0.020 -2.384 4.021
H -0.377 0.290 0.164
H -4.570 -1.820 -1.882
H 2.106 2.458 -2.426
H 0.277 -0.357 -1.500
H -4.222 -0.801 -0.445
H 2.613 -3.134 -0.161
H -5.365 0.469 -2.329
H -1.115 -3.250 1.977
*
```

E_HOMO (eV): -6.1
HOMO-LUMO gap (eV): 4.1

Atomic partial charges in e from the natural (NBO) method, atoms 1 to 4:
1 S 1.320
2 O -0.703
3 O -0.557
4 O -1.010


4.
A molecular structure, C29H38CrGeNO7S2 at a distorted geometry, computed with wB97M-V/def2-TZVPD.

The geometry in ORCA input format:
```
! RIJCOSX wB97M-V def2-TZVPD def2/J DEFGRID3
* xyz 0 6
Ge 1.166 -0.406 -2.090
Cr -0.380 -0.106 0.336
S -2.891 4.060 8.033
S -2.938 -1.139 1.624
O -0.548 3.681 9.294
O -3.368 -0.580 0.364
O -3.290 -0.385 2.805
O -0.525 -1.090 -1.611
O 1.647 -1.105 -0.459
O 0.022 -3.326 1.823
O 0.505 1.108 -1.016
N -1.343 -1.484 1.536
C -0.984 2.981 -0.918
C -4.756 -3.280 2.004
C 2.851 -0.645 1.534
C 3.123 -2.808 0.307
C -0.335 2.865 5.135
C -3.769 -5.466 2.348
C -2.357 -3.595 1.968
C -2.197 3.405 6.552
C 0.410 2.501 -1.308
C 2.914 -1.308 0.163
C -4.889 -4.641 2.243
C -2.532 -0.924 -2.914
C -2.486 -4.948 2.216
C -1.232 2.344 4.167
C -0.812 3.399 6.302
C 4.029 -0.685 -0.671
C -1.412 -1.844 -2.448
C -3.096 2.913 5.593
C -2.324 2.375 10.226
C -1.075 -2.825 1.783
C -0.480 1.140 1.956
C -2.630 2.391 4.413
C -3.470 -2.795 1.859
C 1.474 3.227 -0.495
C -0.775 1.763 3.003
C 0.631 2.734 -2.798
C -0.662 -2.407 -3.653
C -1.961 -2.998 -1.620
C -1.690 3.353 9.282
H 1.352 2.995 0.566
H -3.260 -1.474 -3.517
H -1.613 2.084 10.994
H -1.342 -3.005 -4.262
H 4.993 -0.796 -0.169
H 2.471 2.904 -0.801
H 2.049 -1.098 2.123
H 0.163 -3.049 -3.334
H 1.404 4.310 -0.626
H 2.647 0.424 1.425
H -0.256 -1.613 -4.283
H -1.138 -3.532 -1.141
H -2.121 -0.115 -3.525
H -3.045 -0.490 -2.056
H -3.295 1.959 3.678
H 1.621 2.393 -3.105
H 0.548 3.797 -3.032
H 4.098 -1.165 -1.649
H -2.512 -3.699 -2.252
H 3.847 0.383 -0.824
H -5.620 -2.633 1.928
H -1.742 2.363 -1.403
H -0.134 3.820 7.029
H 2.271 -3.251 0.824
H -2.642 -2.629 -0.854
H -4.157 2.928 5.803
H 3.791 -0.768 2.077
H -1.129 2.912 0.164
H -3.218 2.817 10.669
H -1.140 4.021 -1.213
H -2.648 1.506 9.652
H 3.214 -3.270 -0.680
H -0.113 2.192 -3.387
H 4.035 -3.021 0.872
H 0.725 2.850 4.924
H -3.905 -6.523 2.535
H -5.878 -5.067 2.351
H -1.603 -5.567 2.299
*
```

E_HOMO (spin up / spin down) (eV): -7.8 / -8.0
HOMO-LUMO gap (spin up / spin down) (eV): 7.2 / 4.5
<S²>: 8.792

Atomic partial charges in e from the Mulliken method, atoms 1 to 4:
1 Ge -1.032
2 Cr 0.354
3 S -0.156
4 S 0.900


5.
A molecular structure, C21H45O2P3Ti at a distorted geometry, computed with wB97M-V/def2-TZVPD.

The geometry in ORCA input format:
```
! RIJCOSX wB97M-V def2-TZVPD def2/J DEFGRID3
* xyz 4 1
Ti 1.125 -0.003 -0.357
P 3.441 -0.566 0.177
P -0.754 -1.517 0.270
P 0.988 -1.073 -2.643
O 0.514 1.177 1.312
O 1.523 1.741 -1.192
C 2.227 -0.932 -3.963
C -0.499 -0.734 -3.654
C 2.358 2.478 -2.072
C 4.017 0.875 1.143
C 2.834 3.182 -4.301
C 1.063 -2.898 -2.415
C 4.090 3.611 -3.842
C -2.144 3.172 -2.415
C 0.964 0.571 2.577
C 1.949 2.567 -3.404
C 4.517 3.402 -2.527
C -2.767 2.076 -1.956
C 0.064 1.147 3.674
C -2.006 -2.102 -0.930
C 3.587 2.955 -1.588
C -1.836 -1.009 1.651
C -0.657 2.341 3.077
C 4.523 -0.897 -1.238
C -0.564 2.199 1.567
C 3.650 -1.886 1.391
C 0.060 -3.018 0.949
H -1.485 1.823 1.114
H -0.717 -3.737 1.256
H -2.578 -1.236 -1.295
H 0.966 2.181 -3.690
H 4.573 -0.019 -1.899
H 5.546 -1.171 -0.942
H 4.969 1.231 0.726
H -3.088 1.295 -2.657
H -0.328 -1.147 -4.659
H 0.099 -3.318 -2.117
H -2.825 1.897 -0.880
H 4.755 4.095 -4.550
H 5.549 3.594 -2.246
H 2.005 0.867 2.724
H -0.175 3.267 3.383
H -0.644 0.352 -3.740
H -2.656 -1.742 1.721
H 3.290 1.702 1.107
H -1.408 -1.165 -3.222
H -2.694 -2.810 -0.437
H -1.570 -2.601 -1.803
H 2.526 3.308 -5.350
H 3.865 2.875 -0.533
H 0.721 -3.492 0.208
H -2.089 3.341 -3.486
H 1.810 -3.131 -1.644
H -0.270 3.123 1.063
H -1.780 3.899 -1.662
H 0.700 1.412 4.518
H 1.656 2.018 -0.226
H -0.612 0.356 3.993
H -1.686 2.404 3.401
H 4.140 0.607 2.202
H -2.266 -0.016 1.466
H 3.565 -1.470 2.397
H 4.643 -2.322 1.248
H -1.296 -0.992 2.607
H 0.900 -0.519 2.468
H 2.880 -2.653 1.276
H 0.674 -2.753 1.825
H 3.229 -1.204 -3.616
H 2.248 0.098 -4.339
H 4.110 -1.717 -1.842
H 1.937 -1.610 -4.780
H 1.377 -3.341 -3.368
*
```

E_HOMO (eV): -20.1
HOMO-LUMO gap (eV): 4.7

Atomic partial charges in e from the Mulliken method, atoms 1 to 4:
1 Ti -0.795
2 P 1.545
3 P 0.963
4 P 0.918


6.
C3H11N2PS in the gas phase at a distorted geometry, computed with wB97M-V/def2-TZVPD.

The geometry in ORCA input format:
```
! RIJCOSX wB97M-V def2-TZVPD def2/J DEFGRID3
* xyz 0 1
S 2.057 -1.543 0.113
P 1.333 0.498 0.118
N -0.064 0.835 -0.523
N 2.653 1.455 -0.427
C -1.664 -0.884 -1.061
C -1.659 0.010 1.340
C -1.343 0.341 -0.223
H 3.345 -1.473 0.519
H -1.925 1.121 -0.596
H -1.287 -1.717 -0.467
H 1.453 0.682 1.482
H -0.714 -0.557 1.623
H -2.531 -0.582 1.374
H 3.439 0.909 -0.491
H -2.780 -1.111 -1.180
H -1.278 -0.811 -2.013
H 2.384 1.835 -1.389
H -1.420 0.992 1.803
*
```

E_HOMO (eV): -8.7
HOMO-LUMO gap (eV): 9.3
SMILES: CC(C)N=[P@H](N)S

Atomic partial charges in e from the natural (NBO) method, atoms 1 to 4:
1 S -0.400
2 P 1.578
3 N -1.032
4 N -1.125


7.
A molecular structure, C18H33MnN3O3 at a distorted geometry, computed with wB97M-V/def2-TZVPD.

The geometry in ORCA input format:
```
! RIJCOSX wB97M-V def2-TZVPD def2/J DEFGRID3
* xyz 2 6
Mn 0.093 -1.767 1.862
O -0.548 -2.953 0.320
O -0.883 -0.288 0.740
O -1.073 -3.545 -1.748
N 1.452 -0.503 3.084
N -1.230 -1.357 -1.279
N 1.321 -3.355 2.888
C -1.707 4.034 -2.846
C -2.423 3.327 -1.841
C -1.719 -1.431 -2.686
C 0.822 -0.345 4.409
C -0.926 -2.618 -0.821
C -1.143 1.126 -1.173
C -1.135 2.315 -0.475
C 2.520 -2.694 3.584
C 0.084 2.253 -3.003
C -1.974 5.496 -3.152
C -1.523 -2.885 -2.994
C 0.464 -4.087 3.877
C 2.737 -1.243 3.162
C -1.142 -0.179 -0.495
C -0.021 4.096 -4.690
C 1.646 0.795 2.429
C 1.768 -4.329 1.848
C -0.600 3.396 -3.461
H -2.727 5.927 -2.489
H 0.663 -1.329 4.866
H 2.365 -2.795 4.671
H -3.106 3.903 -1.205
H -0.739 -3.042 -3.743
H -1.103 -0.784 -3.315
H 3.411 -3.277 3.299
H -2.783 -1.153 -2.712
H -1.388 1.047 -2.241
H 2.485 -3.846 1.173
H 3.221 -1.231 2.173
H 0.369 1.558 -3.838
H 0.628 4.918 -4.365
H -2.922 2.411 -2.206
H -0.144 0.155 4.281
H 2.234 -5.212 2.318
H 1.455 0.266 5.069
H 0.609 3.426 -5.292
H 1.081 -4.741 4.526
H -2.353 5.712 -4.157
H -0.268 -4.698 3.320
H 2.283 1.453 3.035
H 0.901 -4.646 1.246
H -1.122 2.171 0.622
H -0.754 4.503 -5.396
H -0.626 3.238 -0.797
H 0.675 1.267 2.270
H 3.409 -0.711 3.860
H 0.846 2.307 -2.129
H -1.054 6.086 -3.041
H 2.119 0.605 1.460
H -0.082 -3.374 4.521
H -2.446 -3.371 -3.324
*
```

E_HOMO (spin up / spin down) (eV): -12.3 / -13.8
HOMO-LUMO gap (spin up / spin down) (eV): 6.5 / 6.4
<S²>: 8.790

Atomic partial charges in e from the natural (NBO) method, atoms 1 to 4:
1 Mn 1.459
2 O -0.722
3 O -0.768
4 O -0.414


8.
11 unconnected molecules or ions with the total composition C15H52N4O11 at a distorted geometry, computed with wB97M-V/def2-TZVPD.

The geometry in ORCA input format:
```
! RIJCOSX wB97M-V def2-TZVPD def2/J DEFGRID3
* xyz 0 1
O 4.021 1.106 -1.314
O 1.026 -1.847 4.854
O -0.175 -3.789 -4.894
O -1.172 2.347 -2.315
O 4.094 -2.963 0.181
O 1.895 1.284 -3.528
O -1.006 -0.792 -1.748
O -0.297 -3.913 -0.153
O -2.148 0.083 5.041
O 1.252 1.572 1.793
O -2.088 -2.113 1.334
N 0.898 0.517 -1.089
N 1.914 -2.342 0.641
N 2.883 -1.381 -1.101
N -0.145 -0.646 0.521
C 0.837 0.797 -4.294
C -0.744 -2.738 -4.133
C -3.856 -1.258 4.262
C -3.271 -1.852 0.773
C 0.251 2.555 1.891
C -1.175 3.563 -1.779
C 0.871 -0.578 4.166
C 2.975 -2.270 -0.118
C -0.167 4.325 -2.652
C -1.150 1.951 1.864
C 2.968 3.255 -0.843
C -1.325 -4.122 -1.121
C -2.990 -0.117 3.968
C -0.086 -0.299 -0.742
C 3.848 2.051 -0.270
H 0.339 1.632 -4.870
H -1.915 2.618 2.332
H -4.012 -2.311 1.422
H 0.057 0.352 -3.766
H -0.141 -2.367 -3.279
H 0.199 -3.134 -0.365
H 0.124 5.187 -1.975
H 0.448 3.287 1.020
H -4.659 -1.176 3.496
H -3.449 -2.287 -0.209
H 1.824 1.649 2.614
H 1.095 -1.616 0.637
H -1.867 -3.204 -1.263
H -1.974 -2.969 1.694
H 0.971 0.244 4.798
H -0.812 -1.884 -4.850
H -3.380 -0.812 0.494
H -0.632 4.761 -3.536
H -3.695 0.755 3.884
H 4.846 2.425 0.158
H -0.868 3.482 -0.738
H 1.368 1.088 -0.364
H 1.688 -2.983 1.391
H 3.355 3.686 -1.719
H 3.292 1.638 0.616
H 0.347 3.283 2.705
H -1.744 -3.009 -3.751
H 1.166 0.066 -5.036
H -1.446 1.517 0.934
H -0.425 -4.639 -4.474
H -0.964 1.140 2.536
H -2.205 3.921 -1.761
H 0.996 0.783 -2.016
H 2.160 -0.624 -1.231
H -2.224 -4.660 -0.762
H 0.372 -0.048 1.132
H -0.911 -1.294 0.790
H -4.184 -1.215 5.271
H -0.967 -4.358 -2.067
H 0.733 3.788 -3.004
H 2.362 1.967 -3.960
H -0.756 1.851 -1.630
H -3.221 -2.098 4.071
H 3.688 -1.345 -1.800
H 1.105 -2.557 4.207
H 2.016 2.881 -1.203
H 1.762 -0.427 3.543
H -0.058 -0.432 3.602
H -2.454 -0.223 3.031
H 3.695 0.277 -0.976
H 2.848 3.976 -0.018
H -1.865 1.002 5.074
*
```

E_HOMO (eV): -8.8
HOMO-LUMO gap (eV): 8.7
SMILES: NC(N)=O.NC(N)=O.CCO.CCO.CCO.CCO.CO.CO.CO.CO.CO

Atomic partial charges in e from the Mulliken method, atoms 1 to 4:
1 O -0.600
2 O -0.562
3 O -0.564
4 O -0.446


9.
2 unconnected molecules or ions with the total composition C6H14N2O2 at a distorted geometry, computed with wB97M-V/def2-TZVPD.

The geometry in ORCA input format:
```
! RIJCOSX wB97M-V def2-TZVPD def2/J DEFGRID3
* xyz 0 1
O -2.937 2.244 -1.283
O 1.167 0.677 0.667
N -1.385 0.553 -1.229
N 1.447 -1.588 1.137
C 0.047 -1.895 0.992
C -1.380 0.147 -2.668
C -2.184 1.560 -0.639
C 3.391 -0.030 0.816
C 1.867 -0.283 0.898
C -1.994 1.611 0.943
H -0.403 -1.473 -0.065
H 3.981 -0.773 0.203
H -0.933 -0.966 -2.680
H -0.126 -3.051 0.919
H -2.435 0.227 -2.976
H 3.750 -0.153 1.842
H 3.697 0.863 0.228
H -0.825 0.900 -3.352
H 2.053 -2.389 1.270
H -2.920 1.480 1.469
H -0.448 -1.558 1.803
H -0.481 0.394 -0.697
H -1.237 0.893 1.270
H -1.712 2.610 1.131
*
```

E_HOMO (eV): -9.0
HOMO-LUMO gap (eV): 9.6
SMILES: CNC(C)=O.CNC(C)=O

Atomic partial charges in e from the natural (NBO) method, atoms 1 to 4:
1 O -0.613
2 O -0.627
3 N -0.687
4 N -0.644


10.
3 unconnected molecules or ions with the total composition C14H16F10N2O8S at a distorted geometry, computed with wB97M-V/def2-TZVPD.

The geometry in ORCA input format:
```
! RIJCOSX wB97M-V def2-TZVPD def2/J DEFGRID3
* xyz 0 1
S 2.367 3.155 4.395
F -3.102 4.008 3.619
F -1.916 1.168 2.338
F -2.718 0.744 4.242
F 2.245 4.599 5.000
F -0.294 1.205 4.625
F -0.698 3.584 2.291
F -4.457 2.393 4.006
F -1.414 2.820 5.397
F -3.784 2.755 2.031
F -0.202 4.472 4.145
O 2.254 2.238 5.468
O -1.622 -0.621 -4.863
O 3.634 3.103 3.772
O -0.543 -2.602 -4.825
O 0.427 0.412 0.368
O -1.607 -0.430 -0.109
O 0.214 -1.680 -0.442
O 0.428 -0.825 -5.788
N 1.527 -0.470 2.992
N 1.250 2.982 3.190
C -3.413 2.771 3.306
C 2.427 -1.836 -6.794
C 2.135 0.610 2.824
C -0.259 -0.481 -0.027
C -2.014 -1.581 -0.863
C -0.105 3.328 3.480
C 0.601 -3.076 -5.546
C -0.675 -1.281 -5.135
C -0.986 2.271 4.250
C 1.461 1.853 2.252
C 1.441 -1.832 -5.642
C -0.732 -3.649 -1.567
C -2.231 1.743 3.484
C -0.920 -2.559 -0.533
H 1.102 -3.879 -5.008
H 2.107 2.216 1.444
H -0.340 -4.552 -1.097
H -1.074 -3.000 0.455
H 3.205 0.647 3.068
H 0.266 -3.449 -6.518
H -0.021 -3.352 -2.337
H 1.987 -1.420 -7.700
H 2.183 -1.150 3.378
H 0.535 1.510 1.734
H 1.963 -1.638 -4.701
H -1.679 -3.917 -2.036
H 2.789 -2.845 -6.998
H -2.044 -1.308 -1.922
H -2.997 -1.929 -0.555
H 3.296 -1.226 -6.549
*
```

E_HOMO (eV): -10.1
HOMO-LUMO gap (eV): 10.5
SMILES: [H]/N=C/CN(C(F)(F)C(F)(F)C(F)(F)C(F)(F)F)S(=O)(=O)F.C[C@@H]1COC(=O)O1.C[C@@H]1COC(=O)O1

Atomic partial charges in e from the natural (NBO) method, atoms 1 to 4:
1 S 2.531
2 F -0.298
3 F -0.282
4 F -0.301